This record from OMol25 describes a molecular structure, C2H3FRb. The level of theory is wB97M-V/def2-TZVPD.

The geometry in XYZ format:
```
7
Properties=species:S:1:pos:R:3:forces:R:3
C -0.2123 -1.0779 -0.8249 0.65 0.10 -0.01
C 0.9686 -1.0061 -0.2483 -0.48 0.01 -0.19
H -0.6195 -1.0246 -1.8361 0.14 -0.03 0.39
H 1.1030 -1.1521 0.8304 -0.07 0.05 -0.36
H 1.8782 -0.8161 -0.8373 -0.25 -0.08 0.17
F -2.4113 2.7266 2.3799 0.56 -0.11 -0.60
Rb -0.7066 2.3502 0.5363 -0.56 0.05 0.59
```
Positions in Å, forces in eV/Å.

E_LUMO (alpha / beta): -0.5 / -1.0 eV
relative energy (zero: lowest compared OMol25 entry of this formula, charge and spin): 0.0 kcal per mole
2S+1: 2
frontier orbital gap (alpha / beta): 7.7 / 7.2 eV
total charge: 0
M: 131.51 g/mol

This record from OMol25 describes a molecular structure, C26H37N6Ni. The level of theory is wB97M-V/def2-TZVPD.

The geometry in XYZ format:
```
70
Properties=species:S:1:pos:R:3:forces:R:3
Ni -0.3747 1.4313 -0.2196 0.32 -0.41 0.17
C -0.0671 3.2228 0.9398 -0.17 0.30 -0.41
C -0.6249 2.1872 1.7960 -0.12 -0.32 0.06
C -1.9206 1.8539 1.3209 0.11 0.01 -0.04
C -2.1681 2.6542 0.1817 -0.12 -0.07 0.06
C -1.0354 3.5512 -0.0085 0.35 -0.08 0.19
C -0.9313 4.6907 -0.9689 0.09 0.04 0.00
C -3.4601 2.6839 -0.5698 0.00 -0.06 0.04
C -2.8610 0.8956 1.9769 -0.06 0.00 -0.02
C 0.0022 1.7660 3.0706 -0.04 0.00 0.01
C 1.2527 3.8765 1.1559 0.04 0.03 -0.09
H -0.1092 4.5587 -1.6740 0.01 0.02 0.01
H -0.7413 5.6096 -0.4122 0.00 0.01 -0.01
H -1.8461 4.8359 -1.5385 -0.01 0.02 0.00
H -4.2771 2.9238 0.1132 0.00 0.00 0.00
H -3.6863 1.7146 -1.0172 0.00 0.00 0.00
H -3.4661 3.4321 -1.3584 0.00 0.01 -0.01
H -2.3616 -0.0290 2.2653 0.01 -0.01 0.02
H -3.6885 0.6394 1.3174 0.01 -0.02 0.00
H -3.2805 1.3449 2.8796 -0.02 0.00 0.00
H -0.5636 0.9858 3.5735 0.00 -0.02 -0.01
H 0.0391 2.6371 3.7320 -0.01 0.00 0.00
H 1.0279 1.4346 2.9103 0.00 -0.02 -0.05
H 1.9449 3.1932 1.6430 0.02 -0.01 -0.01
H 1.1443 4.7627 1.7866 -0.01 -0.01 0.01
H 1.6941 4.1946 0.2118 0.00 0.02 0.01
C 2.2361 -3.8873 0.8681 0.03 -0.05 0.14
C 2.0944 -1.5174 1.8185 0.02 0.01 0.09
C 0.8531 -0.7470 1.2865 -0.21 -0.20 -0.32
C 0.7380 -2.1082 -0.8416 -0.07 0.18 0.29
C 1.4424 -3.2068 -1.4236 0.19 0.25 0.09
C 2.1415 -4.0224 -0.6157 0.03 -0.15 -0.16
N 0.3407 -1.0101 -1.4663 0.28 -0.45 -0.23
N 0.9873 -0.6511 -2.5331 -0.37 -0.19 0.22
C 0.3937 0.4699 -3.0740 0.19 0.21 -0.20
C 0.6410 0.7051 -4.4365 -0.04 -0.10 0.15
C -0.0139 1.7202 -5.0866 -0.02 0.01 0.14
C -0.9071 2.4974 -4.3486 0.02 -0.04 -0.08
C -1.0284 2.2579 -3.0018 -0.04 0.07 0.16
N -0.3619 1.3017 -2.3226 -0.09 0.15 -0.13
H 3.2855 -3.6651 1.0880 -0.01 0.04 -0.01
H 2.2221 -1.4500 2.9025 0.00 0.01 0.00
H 0.1419 -0.5378 2.0881 0.00 -0.08 0.02
H 1.4387 -3.3238 -2.4988 0.06 0.00 -0.01
H 2.7026 -4.8441 -1.0477 -0.06 -0.06 0.00
H 1.3241 0.0310 -4.9326 -0.02 0.01 -0.04
H 0.1458 1.9014 -6.1403 0.00 -0.01 -0.01
H -1.4853 3.2867 -4.8061 0.00 0.01 0.01
H -1.6952 2.8647 -2.4132 0.04 0.00 -0.07
C -1.1629 -3.9808 0.9416 0.07 0.06 -0.01
N -0.9498 -2.5452 0.9150 -0.10 0.14 0.14
C -1.9694 -1.8785 0.1192 0.11 0.01 0.11
C 0.4178 -2.1158 0.6371 -0.09 0.07 -0.27
N 1.0818 0.4076 0.4888 0.06 0.90 0.51
N 1.4463 -2.7924 1.4234 -0.15 -0.07 -0.18
C 1.9620 -5.2519 1.5270 0.07 0.01 0.00
C 3.4112 -1.1761 1.1428 0.01 -0.01 0.01
H -2.1897 -4.1726 1.2522 -0.01 -0.01 -0.01
H -0.5014 -4.4248 1.6778 0.00 -0.04 0.01
H -1.0076 -4.4628 -0.0364 0.00 -0.02 0.01
H -2.9419 -2.0804 0.5688 -0.03 0.02 0.00
H -1.9982 -2.2066 -0.9279 -0.02 -0.02 -0.03
H -1.8013 -0.7986 0.1182 -0.02 -0.05 0.00
H 1.9389 0.3738 -0.0420 -0.14 -0.09 -0.22
H 1.0689 -5.7305 1.1309 -0.03 0.02 0.00
H 1.8434 -5.1187 2.6006 0.02 0.00 0.01
H 2.8022 -5.9245 1.3509 0.00 -0.01 -0.01
H 3.6632 -0.1330 1.3385 -0.01 0.02 0.00
H 3.3791 -1.3282 0.0607 -0.01 0.01 -0.01
H 4.2286 -1.7761 1.5428 0.00 0.00 0.00
```
Positions in Å, forces in eV/Å.

E_LUMO (alpha / beta): -4.7 / -4.1 eV
relative energy (zero: lowest compared OMol25 entry of this formula, charge and spin): 102.7 kcal per mole
2S+1: 3
frontier orbital gap (alpha / beta): 5.2 / 6.0 eV
total charge: +1
M: 492.32 g/mol

This record from OMol25 describes a molecular structure, C3H5O4Yb. The level of theory is wB97M-V/def2-TZVPD.

The geometry in XYZ format:
```
13
Properties=species:S:1:pos:R:3:forces:R:3
O 1.4866 0.8003 -0.5721 0.62 1.19 -1.11
C 0.8660 -0.0286 -1.3966 1.11 -2.30 3.60
C 0.6181 1.4729 0.3585 0.65 -1.21 1.44
O 1.3836 -0.9797 -1.9198 -0.55 0.79 -1.26
O -0.4364 -0.0888 -1.0322 -2.46 0.63 1.01
C -0.7761 1.0577 -0.0495 -0.52 -0.80 -1.63
H 0.7939 2.5473 0.2577 0.07 -0.28 0.56
H 0.8717 0.9551 1.4028 -0.45 1.70 -2.12
H -1.4381 1.6531 -0.6811 0.73 0.72 0.13
H -1.3960 0.7967 0.8110 0.29 -0.94 -0.22
O -0.3925 -2.5080 1.3826 -0.70 -0.05 -1.42
H -0.4836 -3.1909 2.0455 0.17 0.06 0.36
Yb -1.0971 -2.4871 -0.6068 1.03 0.49 0.65
```
Positions in Å, forces in eV/Å.

E_LUMO: -5.0 eV
relative energy (zero: lowest compared OMol25 entry of this formula, charge and spin): 30.9 kcal per mole
frontier orbital gap: 8.0 eV
total charge: +1
M: 278.11 g/mol

This record from OMol25 describes a gas-phase ion, C7H21NP3 (charge +1). The level of theory is wB97M-V/def2-TZVPD.

The geometry in XYZ format:
```
32
Properties=species:S:1:pos:R:3:forces:R:3
C -2.0373 -3.0510 0.0184 4.48 2.54 -0.27
C -1.6416 -0.1469 1.5096 0.28 2.25 -3.33
C -1.2904 -0.0329 -0.9297 2.07 1.82 -1.11
C 0.7785 2.5293 1.4737 0.33 1.81 -1.63
C 3.2666 -0.1146 -0.2185 -1.37 -0.51 4.12
C -0.6215 -2.2033 0.3487 -1.53 0.25 1.38
C -0.6949 -0.6091 0.3763 -2.55 -1.12 -0.03
N 0.6216 -0.0731 0.5401 3.88 0.72 -0.89
P 1.4682 1.4044 -2.3100 0.89 0.81 -3.45
P 1.3217 0.9140 1.9154 1.28 -1.66 -1.08
P 1.6309 -0.3096 -0.8268 -2.12 -0.63 1.61
H -1.8262 -4.0343 0.3589 -0.33 -0.85 0.20
H -1.9062 -2.9499 -1.0550 -1.34 -0.48 -0.21
H -2.8395 -2.5429 0.4819 -1.06 0.10 0.14
H -1.9295 0.9353 1.4473 0.67 -0.73 0.11
H -2.5323 -0.6193 1.3334 -2.47 -1.24 -0.72
H -1.4524 -0.4176 2.4582 1.44 -0.85 3.31
H -0.7118 -0.3650 -1.8920 -1.04 0.49 1.83
H -1.2098 1.1338 -0.8246 -0.12 -1.98 -0.44
H -2.3119 -0.2319 -1.1266 -1.04 -0.49 0.14
H -0.2688 2.4759 1.5089 -1.54 0.61 0.47
H 0.9356 2.8370 0.4327 0.58 -0.26 0.01
H 1.2072 3.3395 2.0656 -0.18 -0.22 0.28
H 3.6415 -1.1177 0.0582 -0.32 0.41 0.19
H 3.2566 0.5880 0.6710 0.37 -1.14 -0.85
H 3.9213 0.2632 -0.8603 2.69 1.59 -3.15
H 0.0835 -2.5057 -0.4043 0.42 -0.10 -0.44
H -0.1709 -2.4709 1.3304 -0.41 -0.06 -0.51
H 0.3241 1.0786 -3.1286 0.75 0.00 0.66
H 1.5757 2.8378 -2.8690 0.18 -1.68 1.14
H 0.2178 0.7461 2.6165 -1.46 -0.76 1.76
H 2.5482 0.6562 -3.0945 -1.42 1.36 0.76
```
Positions in Å, forces in eV/Å.

E_LUMO: -4.7 eV
relative energy (zero: lowest compared OMol25 entry of this formula, charge and spin): 83.2 kcal per mole
frontier orbital gap: 7.9 eV
total charge: +1
M: 212.17 g/mol
SMILES string: CCC(C)(C)[N+](PC)=P(C)=[PH3]

This record from OMol25 describes a molecular structure, C22H24N11O2S3Tl. The level of theory is wB97M-V/def2-TZVPD.

The geometry in XYZ format:
```
63
Properties=species:S:1:pos:R:3:forces:R:3
Tl 0.1263 0.1881 -0.2774 -0.12 -1.32 0.59
C -1.9755 -4.9667 0.1382 0.08 -0.04 0.16
N -2.3904 -4.0079 -0.8810 -0.08 0.02 -0.07
C -3.4898 -4.1377 -1.7100 0.04 -0.11 0.02
C -3.5247 -3.0577 -2.4996 -0.04 0.10 -0.03
N -2.4336 -2.2522 -2.1557 -0.17 -0.12 -0.01
C -1.7477 -2.8603 -1.1504 0.13 0.07 -0.02
S -0.2880 -2.4774 -0.3584 0.21 0.41 0.04
C -2.2264 -0.9938 -2.7879 0.10 0.01 0.00
C -2.5512 -0.8604 -4.1293 -0.01 -0.07 -0.10
C -2.5275 0.4032 -4.6936 0.01 0.02 0.03
C -2.1725 1.4879 -3.9059 0.07 0.05 -0.01
C -1.7943 1.2428 -2.6017 -0.03 -0.12 -0.08
N -1.8122 0.0217 -2.0448 0.22 0.34 0.15
H -2.5508 -5.8792 0.0159 -0.05 0.03 -0.05
H -2.1393 -4.5570 1.1349 -0.02 0.05 -0.03
H -0.9162 -5.1878 0.0302 -0.01 -0.02 -0.07
H -4.1477 -4.9876 -1.6664 0.02 0.00 0.05
H -4.2408 -2.7638 -3.2445 0.01 0.02 0.01
H -2.8045 -1.7266 -4.7239 -0.04 0.00 0.03
H -2.7822 0.5395 -5.7359 -0.01 -0.02 0.00
H -2.1603 2.4943 -4.2992 0.00 -0.01 0.00
H -1.4704 2.0540 -1.9567 -0.01 0.02 -0.04
C 5.0715 -0.7414 2.0144 0.04 0.12 -0.04
C 4.5283 -0.9206 0.6493 -0.23 0.10 -0.05
N 4.9825 -1.7292 -0.2492 0.15 -0.14 -0.11
N 4.1783 -1.5680 -1.3361 0.04 0.05 0.11
C 3.2242 -0.6709 -1.1412 0.02 0.10 0.34
S 2.0251 -0.1632 -2.2280 -1.05 0.53 0.39
N 3.4304 -0.2303 0.1254 0.27 -0.09 0.04
N 2.6078 0.6883 0.7553 -0.21 0.24 -0.08
H 5.7358 -1.5737 2.2309 0.00 0.00 0.00
H 4.2742 -0.7043 2.7515 -0.05 -0.06 0.05
H 5.6466 0.1843 2.0804 -0.01 0.00 -0.04
H 4.3738 -2.0799 -2.1828 -0.04 -0.02 0.00
H 2.4397 0.3756 1.7269 -0.04 -0.11 -0.05
H 3.0066 1.6228 0.7236 0.10 -0.04 -0.12
N -1.4344 -6.0880 4.4023 -0.03 0.04 -0.11
C -0.9364 -4.8366 4.1922 -0.09 0.04 -0.08
C -1.6074 -3.7103 4.6999 -0.02 0.00 0.04
C -1.1285 -2.4418 4.4630 0.15 -0.02 0.05
C 0.0294 -2.2788 3.7036 0.00 0.16 0.06
C 0.6970 -3.3769 3.1721 0.03 0.08 0.07
C 0.2252 -4.6462 3.4244 -0.01 -0.09 -0.01
S 0.5809 -0.6607 3.3780 -0.38 -0.24 -0.30
O 1.9453 -0.7352 2.8810 0.08 -0.25 0.07
O 0.2908 0.2227 4.4552 0.03 -0.01 0.05
N -0.2680 -0.2069 2.0292 0.47 0.50 -0.58
C -1.4309 0.4599 2.0959 -0.72 0.28 0.34
N -2.2607 0.4278 3.1468 0.15 -0.10 0.20
C -3.3619 1.1556 3.0928 0.03 -0.02 -0.05
C -3.7380 1.9083 1.9775 0.18 -0.11 0.06
C -2.8698 1.8586 0.9162 -0.18 0.12 -0.20
N -1.7380 1.1568 0.9802 0.99 -0.22 -0.73
H -2.1956 -6.2265 5.0419 0.04 -0.01 0.05
H -0.8964 -6.8974 4.1521 0.04 0.00 0.07
H -2.4952 -3.8476 5.3051 0.01 0.00 -0.01
H -1.6198 -1.5671 4.8677 -0.05 -0.05 0.02
H 1.5946 -3.2215 2.5879 0.01 -0.08 0.03
H 0.7594 -5.5122 3.0518 0.01 0.03 -0.03
H -3.9804 1.1317 3.9835 -0.04 -0.02 -0.04
H -4.6480 2.4859 1.9450 0.02 0.03 0.01
H -3.0595 2.4022 -0.0015 0.00 -0.05 -0.01
```
Positions in Å, forces in eV/Å.

E_LUMO: -7.9 eV
relative energy (zero: lowest compared OMol25 entry of this formula, charge and spin): 18.9 kcal per mole
frontier orbital gap: 4.7 eV
total charge: +2
M: 775.09 g/mol

- M of number 3 (C3H5O4Yb)?
  278.11 g/mol

- Which formula does entry 3 have?
  C3H5O4Yb